The following is a DFT calculation (wB97M-V/def2-TZVPD) of the molecule C6H10N2.

Its gap between HOMO and LUMO is 8.892 eV. The calculation puts the relative energy (zero: lowest compared OMol25 entry of this formula, charge and spin) at 220.4 kcal per mole. The total charge is 0. The total energy comes out at -343.7854 a.u. Its SMILES is C1N[C@@H]2[C@@H]3NC[C@H]1[C@H]23. For the highest occupied orbital energy, the calculation gives -8.0 eV.

Element x y z (Å)
C -1.301 -1.255 0.082
N -1.745 -0.084 -0.612
C -0.839 1.071 -0.218
C 0.476 1.245 -0.133
N 1.772 0.407 -0.556
C 1.616 -1.023 -0.067
C 0.220 -0.868 0.489
C -0.104 0.580 0.993
H -1.870 -1.042 0.975
H -1.206 -2.195 -0.487
H -2.751 0.306 -0.668
H -1.667 1.998 0.057
H 0.561 2.358 0.084
H 2.678 0.847 0.044
H 2.253 -1.381 0.822
H 1.736 -1.806 -0.991
H 0.071 -0.672 -0.570
H -0.391 0.830 2.029